Record 1
Entry from the OMol25 dataset: a 11-piece molecular cluster, C11H33N11O22 overall at a distorted geometry (the ωB97M-V functional and the def2-TZVPD basis).

Last column: Löwdin charge in e.
Cartesian coordinates (Å):
C  -9.079  -6.464  -5.302  0.0512
N  -7.601  -6.678  -5.410  -0.4408
O  -7.128  -6.736  -6.537  0.0308
O  -6.957  -6.665  -4.393  0.0811
H  -9.503  -7.146  -4.578  0.0951
H  -9.513  -6.515  -6.286  0.0818
H  -9.073  -5.450  -4.895  0.1075
C  -5.415  -9.438  -6.025  0.0305
N  -4.711  -10.741  -5.905  -0.4369
O  -4.422  -11.317  -6.941  0.0505
O  -4.451  -11.145  -4.798  0.0827
H  -4.670  -8.657  -5.895  0.1122
H  -6.163  -9.331  -5.250  0.0728
H  -5.872  -9.375  -7.005  0.0743
C  -7.397  -11.421  -12.547  0.0404
N  -7.392  -9.941  -12.580  -0.4166
O  -6.457  -9.432  -13.158  0.0665
O  -8.344  -9.349  -12.106  0.0447
H  -6.420  -11.731  -12.884  0.0923
H  -8.164  -11.745  -13.251  0.1057
H  -7.695  -11.760  -11.564  0.0913
C  -7.851  -6.862  -14.539  0.0456
N  -9.265  -6.453  -14.393  -0.4394
O  -9.835  -6.018  -15.353  0.0901
O  -9.779  -6.595  -13.294  0.0245
H  -7.344  -6.148  -15.178  0.1040
H  -7.809  -7.854  -14.977  0.0992
H  -7.408  -6.892  -13.550  0.0666
C  -8.205  -3.974  -11.622  0.0248
N  -8.702  -2.763  -12.313  -0.4570
O  -8.632  -1.706  -11.738  0.0771
O  -9.124  -2.919  -13.430  0.0682
H  -8.259  -3.833  -10.547  0.0977
H  -7.139  -4.044  -11.840  0.1026
H  -8.770  -4.830  -11.957  0.0583
C  -10.225  -11.265  -5.952  0.0706
N  -9.657  -9.903  -6.260  -0.4209
O  -8.587  -9.609  -5.763  0.0585
O  -10.301  -9.174  -6.979  0.0605
H  -11.300  -11.148  -5.915  0.0963
H  -9.839  -11.535  -4.976  0.0982
H  -9.870  -11.946  -6.715  0.1038
C  -11.662  -10.601  -10.290  0.0461
N  -11.708  -11.828  -11.123  -0.4505
O  -10.676  -12.193  -11.644  0.0588
O  -12.768  -12.403  -11.202  0.0744
H  -11.971  -10.831  -9.276  0.0958
H  -12.349  -9.884  -10.731  0.0950
H  -10.647  -10.224  -10.289  0.0782
C  -3.937  -9.955  -9.886  0.0494
N  -4.113  -11.383  -10.267  -0.4428
O  -3.137  -12.078  -10.404  0.0881
O  -5.256  -11.758  -10.401  0.0402
H  -4.436  -9.861  -8.929  0.0630
H  -4.488  -9.379  -10.626  0.0902
H  -2.890  -9.700  -9.853  0.0991
C  -8.671  -7.432  -9.623  0.0525
N  -7.243  -7.294  -9.986  -0.4082
O  -6.426  -7.676  -9.175  0.0465
O  -6.976  -6.727  -11.016  0.0480
H  -9.159  -6.462  -9.686  0.0896
H  -8.710  -7.738  -8.583  0.0707
H  -9.139  -8.144  -10.287  0.0689
C  -4.814  -5.086  -9.006  0.0395
N  -4.171  -3.739  -9.017  -0.4487
O  -4.694  -2.880  -9.701  0.0608
O  -3.175  -3.583  -8.346  0.0660
H  -5.596  -5.058  -9.748  0.0608
H  -5.168  -5.299  -8.000  0.0922
H  -4.032  -5.809  -9.215  0.1021
C  -13.133  -6.004  -11.702  0.0633
N  -12.101  -6.063  -10.623  -0.4393
O  -11.840  -7.133  -10.124  0.0467
O  -11.595  -5.025  -10.266  0.0676
H  -12.600  -5.996  -12.646  0.0957
H  -13.649  -5.055  -11.592  0.0998
H  -13.808  -6.841  -11.599  0.0943

The molar mass comes out at 671.44 g/mol. The value obtained for the HOMO energy is -10.920 eV. As for the spin multiplicity: 1. The value obtained for the energy relative to the best compared isomer or geometry (same formula, charge and spin) is 3.4 kcal/mol. Its LUMO energy is -0.0314 Eh. Its SMILES is C[N+](=O)[O-].C[N+](=O)[O-].C[N+](=O)[O-].C[N+](=O)[O-].C[N+](=O)[O-].C[N+](=O)[O-].C[N+](=O)[O-].C[N+](=O)[O-].C[N+](=O)[O-].C[N+](=O)[O-].C[N+](=O)[O-]. The value obtained for the total energy is -2695.48945 Eh.



Record 2
Entry from the OMol25 dataset: C44H30Cl2F9N4O3P2RuSe2 as an isolated structure at a distorted geometry (the ωB97M-V functional and the def2-TZVPD basis).

Last column: Mulliken spin population.
Cartesian coordinates (Å):
Ru  -0.114  1.659  0.973  2.3893
Se  -2.486  -4.291  -0.982  -0.0002
P  -0.881  -3.346  -2.016  -0.0009
C  -1.323  -3.005  -3.739  0.0014
C  -0.753  -3.577  -4.869  0.0005
C  -1.212  -3.209  -6.126  0.0000
C  -2.230  -2.279  -6.257  0.0002
C  -2.814  -1.724  -5.125  -0.0003
C  -2.364  -2.087  -3.870  -0.0012
C  0.695  -4.207  -1.697  0.0030
C  1.055  -4.192  -0.347  -0.0014
C  2.278  -4.694  0.056  -0.0005
C  3.149  -5.228  -0.886  0.0004
C  2.770  -5.294  -2.215  0.0000
C  1.546  -4.784  -2.628  0.0007
C  -0.473  -1.717  -1.341  0.0204
C  -0.922  -0.937  -0.287  -0.0030
N  0.001  0.064  -0.182  0.0610
N  0.949  -0.098  -1.097  0.0420
N  0.676  -1.151  -1.796  0.0142
P  -2.243  -0.999  0.923  0.0463
Se  -2.192  0.919  2.015  0.1644
C  -1.708  -2.280  2.101  -0.0066
C  -2.448  -3.394  2.474  -0.0007
C  -1.909  -4.310  3.366  0.0003
C  -0.639  -4.119  3.883  0.0006
C  0.099  -3.000  3.518  0.0006
C  -0.433  -2.079  2.634  -0.0087
C  -3.813  -1.116  0.048  -0.0182
C  -4.855  -1.989  0.341  -0.0020
C  -6.005  -1.949  -0.428  0.0000
C  -6.124  -1.036  -1.466  0.0016
C  -5.094  -0.148  -1.738  0.0017
C  -3.933  -0.184  -0.984  -0.0025
H  0.035  -4.310  -4.788  0.0001
H  -0.766  -3.653  -7.006  0.0000
H  -2.572  -1.989  -7.242  0.0000
H  -3.621  -1.009  -5.223  0.0000
H  -2.828  -1.666  -2.985  0.0004
H  0.363  -3.801  0.390  0.0000
H  2.550  -4.665  1.103  0.0000
H  4.117  -5.603  -0.580  0.0000
H  3.433  -5.742  -2.945  0.0000
H  1.271  -4.851  -3.669  0.0001
H  -3.430  -3.569  2.066  0.0001
H  -2.485  -5.182  3.645  0.0000
H  -0.224  -4.836  4.579  0.0001
H  1.090  -2.843  3.924  -0.0001
H  0.141  -1.199  2.374  0.0018
H  -4.781  -2.702  1.147  -0.0003
H  -6.807  -2.644  -0.220  -0.0001
H  -7.028  -1.011  -2.061  0.0001
H  -5.188  0.577  -2.536  0.0000
H  -3.121  0.507  -1.190  0.0196
F  -2.037  4.317  -3.563  0.0013
C  -1.438  3.356  -2.843  0.0059
F  -1.741  2.179  -3.397  0.0014
F  -0.107  3.525  -2.958  -0.0002
C  -1.855  3.359  -1.337  -0.0202
O  -1.554  2.155  -0.796  0.2242
C  -1.135  4.558  -0.645  -0.0250
F  -1.102  5.673  -1.373  0.0005
F  -1.698  4.848  0.532  -0.0018
F  0.166  4.231  -0.385  -0.0043
C  -3.395  3.623  -1.247  0.0112
F  -3.850  3.295  -0.031  0.0022
F  -3.727  4.901  -1.482  0.0014
F  -4.052  2.856  -2.135  0.0000
Cl  2.291  2.257  0.394  0.0114
C  3.763  1.471  0.857  0.0045
C  4.393  0.626  -0.036  -0.0052
C  5.589  0.031  0.336  0.0023
C  6.156  0.283  1.575  0.0004
C  5.510  1.127  2.465  0.0258
Cl  6.194  1.479  4.005  0.0045
C  4.298  1.722  2.120  -0.0099
N  3.571  2.494  3.067  0.3407
C  3.415  3.822  3.003  0.1595
C  4.331  4.612  2.259  0.1132
C  4.205  5.972  2.257  -0.0127
C  3.168  6.583  2.980  0.2297
C  2.235  5.812  3.675  -0.0446
C  2.328  4.440  3.703  0.1750
C  1.275  3.593  4.370  0.0210
C  0.699  2.671  3.300  -0.0135
O  -0.092  3.164  2.449  0.0252
O  1.110  1.493  3.217  0.0617
H  3.936  0.434  -0.998  0.0009
H  6.086  -0.635  -0.355  0.0002
H  7.090  -0.177  1.865  0.0002
H  2.863  1.957  3.580  -0.0289
H  5.127  4.122  1.714  -0.0029
H  4.906  6.577  1.700  0.0025
H  3.080  7.661  2.989  0.0027
H  1.417  6.297  4.190  0.0023
H  0.487  4.227  4.769  0.0056
H  1.695  2.983  5.172  0.0078

The molar mass comes out at 1225.58 g/mol. The value obtained for the HOMO energy (spin up / spin down) is -9.684 / -9.685 eV. Its charge is +1. As for the spin multiplicity: 5. The value obtained for the energy relative to the best compared isomer or geometry (same formula, charge and spin) is 22.6 kcal/mol. As for the expectation value of S²: 6.049. Its LUMO energy (spin up / spin down) is -0.1276 / -0.2320 Eh. The value obtained for the total energy is -9538.90539 Eh.



Record 3
Entry from the OMol25 dataset: an isolated ion of composition C10H21N2S and charge +1 at a distorted geometry (the ωB97M-V functional and the def2-TZVPD basis).

Last column: Mulliken spin population.
Cartesian coordinates (Å):
C  -1.192  -2.049  -1.294  0.9555
C  -0.091  -1.799  -0.647  -0.1473
C  -0.988  0.487  0.105  0.0268
C  1.032  -2.636  -0.229  0.0503
C  2.968  0.818  -0.436  0.0016
C  -0.099  0.464  2.499  -0.0018
C  -2.637  0.752  1.983  0.0358
C  1.710  1.421  -1.138  -0.0014
C  0.751  0.402  -1.718  0.0317
C  -1.349  0.079  1.647  -0.0106
N  -1.953  1.155  -2.135  0.6252
N  0.133  -0.325  -0.503  0.0228
S  -2.404  0.205  -1.017  0.4387
H  -1.723  -2.961  -1.503  0.0108
H  -0.771  1.608  -0.128  0.0128
H  0.596  -3.607  -0.125  -0.0051
H  1.595  -2.359  0.720  0.0088
H  1.730  -2.853  -1.235  -0.0064
H  3.966  1.249  -0.631  -0.0002
H  2.885  0.966  0.613  -0.0001
H  3.067  -0.228  -0.592  -0.0004
H  0.759  0.310  1.891  0.0006
H  0.103  -0.037  3.485  0.0002
H  -0.312  1.498  2.701  0.0004
H  -2.541  1.850  2.014  -0.0008
H  -3.009  0.514  2.960  0.0022
H  -3.434  0.685  1.373  -0.0253
H  2.199  1.783  -2.050  -0.0006
H  1.167  2.331  -0.800  0.0015
H  -0.070  0.833  -2.349  -0.0016
H  1.224  -0.383  -2.425  -0.0058
H  -1.508  -1.097  1.574  -0.0022
H  -2.669  1.093  -2.828  -0.0164
H  0.865  -0.171  0.218  0.0000

The molar mass comes out at 201.36 g/mol. The value obtained for the HOMO energy (spin up / spin down) is -10.840 / -13.716 eV. Its charge is +1. As for the spin multiplicity: 3. As for the expectation value of S²: 2.017. Its LUMO energy (spin up / spin down) is -0.0971 / -0.1908 Eh. The value obtained for the total energy is -900.82735 Eh.



Record 4
Entry from the OMol25 dataset: a single C18H32N2O6 molecule (the ωB97M-V functional and the def2-TZVPD basis).

Last column: Löwdin charge in e.
Cartesian coordinates (Å):
C  -5.399  7.293  4.498  -0.0671
C  -4.766  8.179  3.455  -0.2093
O  -3.658  7.450  2.882  -0.0177
C  -2.979  8.094  1.920  -0.4777
O  -3.240  9.203  1.544  0.1238
C  -1.824  7.288  1.375  -0.0610
N  -1.777  5.932  1.866  0.0861
C  -1.164  4.951  1.158  -0.4412
O  -0.592  5.190  0.104  0.0641
C  -1.246  3.560  1.759  -0.2216
C  0.135  3.030  2.195  -0.1308
C  1.316  3.170  1.231  -0.1546
C  1.080  2.619  -0.186  -0.1390
N  -0.009  1.655  -0.281  -0.0345
C  0.069  0.353  0.116  -0.4061
O  -0.921  -0.345  0.243  0.0867
C  1.473  -0.223  0.332  -0.2321
O  1.386  -1.329  1.207  0.0190
C  2.093  -0.599  -1.025  -0.2872
O  3.472  -0.899  -0.870  -0.1387
C  4.302  0.237  -0.854  -0.0931
C  1.408  -1.761  -1.753  -0.3456
C  1.797  -3.138  -1.216  -0.0546
C  1.730  -1.672  -3.245  -0.0648
C  -1.343  2.217  -0.473  -0.1292
C  -2.017  2.594  0.841  -0.1129
H  -6.244  7.809  4.953  0.0812
H  -5.763  6.367  4.052  0.0800
H  -4.686  7.045  5.284  0.0792
H  -5.459  8.436  2.655  0.1281
H  -4.385  9.109  3.878  0.1277
H  -1.897  7.279  0.288  0.1397
H  -0.912  7.842  1.616  0.1450
H  -2.278  5.712  2.709  0.1324
H  -1.840  3.631  2.675  0.1340
H  0.416  3.531  3.126  0.1175
H  -0.002  1.975  2.450  0.1204
H  1.602  4.218  1.140  0.1097
H  2.163  2.658  1.699  0.1021
H  0.812  3.445  -0.839  0.1135
H  1.999  2.189  -0.584  0.0998
H  2.103  0.548  0.782  0.1242
H  2.035  -1.222  1.905  0.1048
H  1.997  0.289  -1.668  0.1384
H  5.329  -0.112  -0.768  0.0923
H  4.198  0.817  -1.779  0.0957
H  4.092  0.899  -0.004  0.0799
H  0.331  -1.628  -1.616  0.1376
H  2.872  -3.296  -1.315  0.0813
H  1.523  -3.255  -0.172  0.0706
H  1.287  -3.908  -1.798  0.0786
H  2.808  -1.740  -3.405  0.0840
H  1.259  -2.491  -3.791  0.0771
H  1.377  -0.733  -3.677  0.0776
H  -1.243  3.088  -1.119  0.1184
H  -1.956  1.471  -0.976  0.1259
H  -2.189  1.675  1.405  0.1179
H  -3.000  3.020  0.617  0.1245

The molar mass comes out at 372.46 g/mol. The value obtained for the HOMO energy is -9.059 eV. As for the spin multiplicity: 1. The value obtained for the energy relative to the best compared isomer or geometry (same formula, charge and spin) is 7.3 kcal/mol. Its LUMO energy is 0.0160 Eh. Its SMILES is CCOC(=O)CNC(=O)[C@@H]1CCCN(C(=O)[C@@H](O)[C@@H](OC)C(C)C)CC1. The value obtained for the total energy is -1266.06557 Eh.



Record 5
Entry from the OMol25 dataset: a single C6H9N molecule (the ωB97M-V functional and the def2-TZVPD basis).

Last column: Löwdin charge in e.
Cartesian coordinates (Å):
C  0.528  -1.418  -0.088  -0.0289
C  0.357  0.049  -0.412  -0.5360
C  -1.061  0.597  -0.330  -0.1520
C  -1.750  0.305  0.932  -0.1391
C  -2.320  0.057  1.964  0.1078
C  1.488  0.973  -0.169  -0.1193
N  1.100  0.615  -1.536  0.0474
H  0.145  -1.646  0.912  0.0785
H  1.587  -1.696  -0.116  0.0807
H  -0.008  -2.048  -0.808  0.0871
H  -1.651  0.197  -1.165  0.1267
H  -1.024  1.683  -0.484  0.1227
H  -2.836  -0.158  2.875  0.0235
H  1.295  2.008  0.104  0.1034
H  2.410  0.561  0.239  0.1060
H  1.740  -0.078  -1.917  0.0915

The molar mass comes out at 95.14 g/mol. The value obtained for the HOMO energy is -9.544 eV. As for the spin multiplicity: 1. The value obtained for the energy relative to the best compared isomer or geometry (same formula, charge and spin) is 65.9 kcal/mol. Its LUMO energy is 0.0378 Eh. Its SMILES is C#CC[C@]1(C)CN1. The value obtained for the total energy is -288.67702 Eh.